(1)
{"formula": "C35H96N10O15", "method": "wB97M-V/def2-TZVPD", "symbols": ["C", "N", "C", "C", "C", "C", "O", "H", "H", "H", "H", "H", "H", "H", "H", "H", "H", "H", "H", "H", "H", "C", "N", "C", "C", "C", "C", "O", "H", "H", "H", "H", "H", "H", "H", "H", "H", "H", "H", "H", "H", "H", "C", "N", "C", "C", "C", "C", "O", "H", "H", "H", "H", "H", "H", "H", "H", "H", "H", "H", "H", "H", "H", "C", "C", "C", "O", "C", "N", "H", "H", "H", "H", "H", "H", "H", "H", "H", "H", "H", "H", "C", "C", "C", "O", "C", "N", "H", "H", "H", "H", "H", "H", "H", "H", "H", "H", "H", "H", "C", "C", "C", "O", "C", "N", "H", "H", "H", "H", "H", "H", "H", "H", "H", "H", "H", "H", "C", "C", "C", "N", "C", "C", "C", "C", "C", "H", "H", "H", "H", "H", "H", "H", "H", "H", "H", "H", "H", "H", "H", "H", "H", "H", "H", "N", "O", "O", "O", "N", "O", "O", "O", "N", "O", "O", "O"], "positions_angstrom": [[1.1948, -7.3127, -6.6216], [1.6456, -8.5595, -5.7958], [0.3263, -9.2217, -5.2262], [2.2885, -9.5476, -6.8482], [2.7889, -8.4171, -4.7703], [2.5172, -7.3208, -3.7485], [2.6518, -6.0489, -4.3070], [2.0976, -6.7870, -6.9325], [0.4431, -6.7213, -6.0987], [0.6412, -7.5981, -7.5161], [0.4594, -10.2947, -5.0881], [-0.5727, -8.9572, -5.7830], [0.1814, -8.9082, -4.1924], [3.1226, -9.1658, -7.4370], [1.4509, -9.7806, -7.5056], [2.6645, -10.4416, -6.3508], [3.7521, -8.1390, -5.1982], [2.9277, -9.3570, -4.2360], [3.3711, -7.4512, -3.0836], [1.6329, -7.4854, -3.1328], [2.3834, -5.3655, -3.6886], [-1.4371, -6.0740, -2.8013], [-1.7492, -5.7269, -1.3287], [-1.5788, -4.1678, -1.2849], [-3.2447, -6.2343, -1.0815], [-0.7437, -6.3459, -0.4031], [-0.9293, -6.0262, 1.1399], [-2.0451, -6.7341, 1.5322], [-0.3718, -5.9762, -3.0102], [-1.9871, -5.4189, -3.4769], [-1.5898, -7.1303, -3.0224], [-2.2675, -3.6748, -1.9710], [-0.5171, -3.9470, -1.3950], [-1.9297, -3.9636, -0.2733], [-3.9542, -5.9977, -1.8745], [-3.5511, -5.8553, -0.1065], [-3.2573, -7.3228, -1.1376], [0.2132, -5.9388, -0.7298], [-0.8171, -7.3895, -0.7090], [-1.1906, -5.0223, 1.4746], [-0.1171, -6.3863, 1.7714], [-1.9527, -7.0255, 2.4422], [-3.3142, -14.3381, -4.7508], [-2.0809, -15.1324, -5.1895], [-2.0391, -16.2813, -4.1849], [-2.4030, -15.7390, -6.6318], [-0.7297, -14.2658, -5.1131], [-0.7245, -12.9905, -5.9142], [-0.9430, -13.2250, -7.2848], [-4.2084, -14.9381, -4.5822], [-3.5890, -13.5023, -5.3942], [-3.0286, -13.7892, -3.8535], [-2.0211, -15.7510, -3.2328], [-1.1958, -16.8254, -4.6102], [-2.9552, -16.8689, -4.2449], [-3.3442, -16.2832, -6.7106], [-1.5910, -16.3540, -7.0197], [-2.5671, -14.9212, -7.3335], [0.1279, -14.8873, -5.3709], [-0.5834, -13.9721, -4.0737], [0.2543, -12.5114, -5.9334], [-1.4795, -12.3327, -5.4837], [-0.9281, -12.3956, -7.7680], [1.1960, -15.8750, -0.8032], [2.5994, -16.4607, -0.6186], [3.6320, -15.3796, -0.1856], [4.8832, -16.0092, -0.0485], [5.9573, -15.2615, 0.4241], [2.5828, -17.6716, 0.3168], [2.0088, -17.4193, 1.1086], [2.1968, -18.4773, -0.1543], [3.5180, -17.9088, 0.6155], [1.0053, -15.1120, -0.0485], [0.3898, -16.5952, -0.6634], [1.0719, -15.3426, -1.7462], [3.0289, -16.8600, -1.5374], [3.4477, -14.9167, 0.7839], [3.5644, -14.5902, -0.9343], [6.8352, -15.8439, 0.1446], [6.0404, -15.1932, 1.5088], [6.1190, -14.2502, 0.0508], [6.7269, -9.1747, -0.6227], [5.5399, -10.2012, -0.2916], [5.0856, -10.0938, 1.2662], [3.7930, -10.6829, 1.3560], [3.7313, -12.0973, 1.6188], [4.3401, -9.7993, -1.2086], [4.6350, -9.8917, -2.1702], [3.5832, -10.4470, -1.0427], [3.9993, -8.8916, -0.9255], [6.9547, -9.3073, -1.6803], [7.6210, -9.5327, -0.1124], [6.5587, -8.1523, -0.2842], [5.7732, -11.2378, -0.5348], [4.8026, -9.0767, 1.5373], [5.7672, -10.6646, 1.8968], [2.6901, -12.3802, 1.7740], [4.3941, -12.3455, 2.4477], [4.0441, -12.7481, 0.8022], [3.6394, -13.8644, -5.0485], [4.6769, -14.2656, -4.0029], [4.9999, -15.7417, -3.9211], [6.0542, -16.0515, -3.0253], [6.1284, -17.3835, -2.5991], [6.0419, -13.4912, -4.2320], [6.3041, -13.9919, -5.0691], [5.9920, -12.5150, -4.4862], [6.8452, -13.6253, -3.6346], [2.7309, -14.4461, -4.8924], [3.8792, -14.2403, -6.0432], [3.3638, -12.8159, -5.1616], [4.4005, -13.9306, -3.0032], [5.1818, -16.1659, -4.9085], [4.1282, -16.1580, -3.4161], [5.1838, -17.9265, -2.6339], [6.4568, -17.4484, -1.5618], [6.8116, -17.9363, -3.2438], [-1.8822, -10.7685, -2.9159], [-1.5000, -10.1994, -1.4896], [-1.2111, -11.3740, -0.5586], [-0.7206, -10.9866, 0.8564], [0.5436, -10.0321, 0.7848], [-0.3483, -12.2270, 1.7222], [-1.5893, -12.7280, 2.3233], [-2.1241, -11.3904, 2.8728], [-1.9454, -10.4782, 1.6737], [-1.1689, -11.5255, -3.2417], [-1.9222, -10.0316, -3.7182], [-2.8594, -11.2514, -2.9092], [-2.2792, -9.5395, -1.1080], [-0.6084, -9.5970, -1.6636], [-0.3420, -11.9404, -0.8934], [-2.0174, -12.0972, -0.4359], [1.0531, -9.8706, 1.7348], [0.1394, -9.1222, 0.3413], [1.2795, -10.5512, 0.1707], [0.4530, -11.8275, 2.3438], [0.0621, -12.9278, 0.9952], [-1.3606, -13.5954, 2.9426], [-2.2526, -12.9849, 1.4975], [-1.6031, -10.9763, 3.7360], [-3.2026, -11.3554, 3.0270], [-1.9018, -9.4114, 1.8931], [-2.8597, -10.6426, 1.1036], [1.7524, -11.5963, -2.5347], [1.6126, -10.3744, -2.4831], [2.3678, -12.1727, -1.6321], [1.5279, -12.1149, -3.6154], [6.1385, -9.8576, -4.4326], [5.1952, -10.6513, -4.3509], [7.2726, -10.1905, -4.7277], [5.9516, -8.7236, -3.9395], [3.0545, -6.4099, -0.5257], [2.2070, -7.2568, -0.6936], [2.8161, -5.2514, -0.5130], [4.2023, -6.7903, -0.6516]], "total_charge": 4, "lumo_ev": -8.52, "fmax_ev_per_a": 5.34, "total_energy_ev": -83413.5456, "homo_lumo_gap_ev": 6.71}

(2)
{"formula": "C4H8N2O2", "method": "wB97M-V/def2-TZVPD", "symbols": ["C", "C", "C", "O", "N", "C", "N", "O", "H", "H", "H", "H", "H", "H", "H", "H"], "positions_angstrom": [[0.9536, -0.5355, -0.8178], [2.1081, 0.0418, -0.1129], [1.8407, 1.0736, 0.8951], [2.5443, 2.0105, 1.2290], [-0.3494, 0.0727, -0.8964], [-1.2712, -0.5575, 0.2216], [-2.4937, 0.2989, 0.1274], [-1.3855, -1.8078, 0.2177], [1.2053, -0.7294, -1.8028], [-2.7153, 1.0478, 0.7611], [3.1453, 0.1177, -0.5015], [0.7718, -1.6049, -0.3235], [0.7883, 0.9483, 1.3835], [-0.9496, 0.1135, -1.7017], [-0.7766, -0.2365, 1.1759], [-3.4160, -0.2531, 0.1454]], "total_charge": -1, "lumo_ev": [4.03, 2.67], "fmax_ev_per_a": 3.92, "total_energy_ev": -11350.2407, "multiplicity": 2, "homo_lumo_gap_ev": [7.22, 5.85]}

(3)
{"formula": "C4H9INO", "method": "wB97M-V/def2-TZVPD", "symbols": ["C", "C", "C", "C", "N", "O", "I", "H", "H", "H", "H", "H", "H", "H", "H", "H"], "positions_angstrom": [[-0.3780, 0.7084, 0.0921], [2.1354, -1.0210, -0.8391], [0.7372, -1.1771, -1.1237], [-1.7358, 0.7952, 0.4179], [-2.2895, 0.6872, 1.6579], [0.4245, 0.7135, 1.2184], [-2.9776, 1.0648, -1.1953], [-0.1087, 1.4439, -0.6255], [2.6369, -1.6867, -1.4317], [2.1659, -1.1424, 0.2188], [2.6389, -0.0414, -1.0959], [0.1483, -1.9627, -0.7482], [0.4824, -0.7334, -2.0658], [-1.8151, 0.4735, 2.4863], [1.2150, 1.2022, 1.3007], [-3.2801, 0.6761, 1.7332]], "total_charge": 1, "lumo_ev": [-5.75, -5.41], "fmax_ev_per_a": 4.11, "total_energy_ev": -15921.8361, "homo_lumo_gap_ev": [6.90, 7.31]}

(4)
{"formula": "C27H24BrCl2FeN3O2PS", "method": "wB97M-V/def2-TZVPD", "symbols": ["Fe", "O", "C", "C", "C", "N", "C", "Br", "C", "H", "H", "H", "H", "S", "C", "C", "C", "C", "C", "C", "N", "C", "C", "C", "C", "C", "C", "C", "H", "H", "H", "H", "H", "H", "H", "H", "Cl", "C", "C", "C", "C", "C", "Cl", "C", "N", "H", "H", "H", "C", "P", "C", "C", "O", "H", "H", "H", "H", "H", "H", "H", "H", "H"], "positions_angstrom": [[-0.0208, -0.2498, -0.4977], [4.2294, -3.8593, 2.6449], [3.3882, -3.0189, 2.0063], [3.2783, -2.9615, 0.6204], [2.3778, -2.0746, 0.0745], [1.6150, -1.2548, 0.8068], [1.7349, -1.3355, 2.1166], [0.5971, -0.2319, 3.1599], [2.5954, -2.1862, 2.7829], [4.6931, -4.4098, 2.0044], [3.8607, -3.6102, -0.0212], [2.2272, -2.0264, -0.9955], [2.6419, -2.2214, 3.8603], [-3.0075, 2.8904, -1.9696], [-3.4460, 2.6805, -0.3022], [-4.4404, 3.3153, 0.4350], [-4.5865, 2.9644, 1.7636], [-3.7634, 1.9931, 2.3460], [-2.7792, 1.3609, 1.6137], [-2.6171, 1.7142, 0.2751], [-1.6723, 1.1885, -0.5865], [-1.7528, 1.6943, -1.7820], [-0.8115, 1.3279, -2.8420], [-0.9443, 1.8585, -4.1272], [-0.0134, 1.5348, -5.0958], [1.0324, 0.6761, -4.7692], [1.1381, 0.1466, -3.4894], [0.2294, 0.4552, -2.4735], [-5.0827, 4.0588, -0.0180], [-5.3535, 3.4415, 2.3590], [-3.9093, 1.7273, 3.3848], [-2.1505, 0.5929, 2.0451], [-1.7714, 2.5168, -4.3747], [-0.1022, 1.9364, -6.0968], [1.7627, 0.4122, -5.5258], [1.9577, -0.5368, -3.2869], [0.6138, -4.0129, -2.3493], [-0.9941, -4.0698, -1.6681], [-1.7501, -5.2016, -1.8840], [-3.0409, -5.2840, -1.3780], [-3.5529, -4.2121, -0.6589], [-2.7842, -3.0871, -0.4510], [-3.4711, -1.7664, 0.4551], [-1.4534, -2.9373, -0.9385], [-0.7260, -1.8473, -0.7391], [-1.3251, -6.0167, -2.4546], [-3.6403, -6.1678, -1.5458], [-4.5560, -4.2448, -0.2550], [1.2342, 3.5892, -1.3699], [1.3612, 2.9026, 0.2850], [3.0339, 3.2585, 0.8411], [0.2568, 3.8792, 1.3144], [1.0710, 1.4387, 0.3837], [1.6165, 4.6111, -1.3805], [0.1925, 3.5934, -1.6907], [1.8021, 2.9702, -2.0654], [3.2516, 4.3259, 0.8010], [3.7350, 2.7210, 0.2023], [3.1481, 2.9003, 1.8644], [0.4936, 4.9423, 1.2597], [0.3421, 3.5369, 2.3461], [-0.7694, 3.7172, 0.9798]], "total_charge": 0, "lumo_ev": [0.21, 0.17], "fmax_ev_per_a": 0.46, "total_energy_ev": -186553.8639, "multiplicity": 6, "homo_lumo_gap_ev": [6.34, 6.56]}